Computed, not measured: a cluster of 2 separate species, C3H9N2O in total, with wB97M-V/def2-TZVPD.

The geometry in XYZ format:
```
15
Properties=species:S:1:pos:R:3:forces:R:3
C -1.681027 -0.490092 -0.035053 -6.8 -8.0 1.1
C -3.026183 0.050334 0.052144 0.7 3.6 2.7
C 2.486345 0.586786 -0.081941 -0.4 -0.7 0.4
N -0.606006 0.184878 -0.132179 7.2 4.7 -1.1
N 3.276342 -0.419309 0.076977 -0.2 -0.6 -1.7
O 0.513693 -0.499290 -0.090890 -0.9 1.2 0.6
H -1.507437 -1.579872 -0.206600 -0.4 1.1 0.0
H -2.892746 1.204375 0.139153 -0.6 -1.5 -1.0
H -3.699775 -0.052943 0.957821 1.0 -0.8 -0.6
H -3.540114 -0.290334 -0.783097 -1.4 -0.1 -1.6
H 2.333767 1.183725 0.792549 -0.2 0.4 0.3
H 1.948374 0.884158 -1.001451 1.4 -0.4 0.3
H 3.591729 -0.868463 0.916281 0.0 0.9 1.1
H -0.665859 1.185118 0.060591 0.9 -0.1 0.1
H 3.468899 -1.079074 -0.664311 -0.2 0.3 -0.7
```
Forces are in eV/Å.

## Properties
energy relative to the best compared isomer or geometry (same formula, charge and spin)	2.739	eV
net charge	+1
frontier orbital gap (alpha / beta)	5.01 / 9.60	eV
2S+1	3
⟨S²⟩	2.008
E_tot	-303.9697	Eh